{
  "formula": "C5H10O",
  "method": "the ωB97M-V functional and the def2-TZVPD basis",
  "symbols": ["C", "C", "C", "C", "C", "O", "H", "H", "H", "H", "H", "H", "H", "H", "H", "H"],
  "coordinates": [[0.799219, 0.687242, 0.141234], [-0.195947, -0.138290, -0.806461], [1.274811, -0.123324, 1.325130], [-0.958748, 0.803520, -1.724137], [-1.998374, -1.883986, 1.760036], [-1.130290, -2.449303, 2.035764], [1.652184, 1.003369, -0.468305], [0.297150, 1.595833, 0.487725], [0.452602, -0.789780, -1.403646], [-0.904172, -0.850479, -0.376516], [0.495933, -0.170207, 2.092956], [1.519237, -1.155208, 1.043046], [-0.294736, 1.539486, -2.186614], [-1.440002, 0.246959, -2.533965], [2.157761, 0.336053, 1.779024], [-1.726628, 1.348113, -1.165271]],
  "forces_ev_per_a": [[-1.35, -0.98, -0.69], [1.33, 0.73, -0.12], [0.08, -0.11, 0.38], [-0.08, -0.04, -0.19], [-6.46, 4.16, -1.99], [6.40, -4.23, 2.07], [-0.20, -0.05, -0.07], [0.01, -0.04, -0.05], [0.01, 0.09, -0.10], [0.17, 0.41, 0.74], [0.13, -0.06, -0.07], [0.06, 0.21, 0.03], [-0.02, -0.04, 0.06], [-0.08, 0.13, 0.09], [-0.06, -0.14, 0.03], [0.06, -0.04, -0.11]],
  "mulliken_charge": [-0.364, -0.105, -1.079, -1.324, 0.014, -0.030, 0.305, 0.316, 0.281, 0.114, 0.233, 0.283, 0.314, 0.372, 0.343, 0.327],
  "gap_ha": 0.44814,
  "e_tot_ev": -7393.990,
  "relative_energy_kcal_mol": 17.9,
  "molar_mass_g_mol": 86.13,
  "charge": 0,
  "multiplicity": 1
}